(1)
68
Properties=species:S:1:pos:R:3:forces:R:3 method="wB97M-V/def2-TZVPD" multiplicity=9 orbital_gap_ev="4.5 / 5.8" lumo_ev="-5.57 / -4.31" total_energy_ha=-7038.7966 charge=0
Mg 1.78232 -1.09615 1.93543 -0.59 0.33 -2.40
Cr -3.69092 1.98017 1.56270 1.64 0.24 -0.18
Cr -1.48536 -0.50068 -2.35098 2.01 0.03 2.38
O -0.92682 8.33458 -3.14165 -0.13 -0.57 0.03
C -0.59375 7.28704 -2.68375 0.83 1.13 0.09
O -1.22232 6.12190 -2.77711 -1.13 -1.08 -0.05
B -0.62597 5.15236 -1.89346 2.04 2.64 -0.70
O 0.67894 5.76768 -1.48712 -1.25 -2.76 0.41
C 0.68991 7.01287 -1.86256 0.92 2.35 -0.29
O 1.55316 7.81193 -1.62660 -0.64 -0.50 -0.17
O -0.46756 3.83312 -2.58323 -0.08 -1.14 0.23
C -1.12160 2.92210 -1.95777 -0.33 1.71 0.26
O -1.29876 1.75905 -2.25538 -0.26 -1.52 -0.60
C -1.80369 3.65183 -0.74530 -0.19 0.69 0.49
O -1.47661 4.89861 -0.70925 -0.16 -1.73 -0.28
O -2.58342 3.13449 0.03371 -0.93 -1.07 0.56
O -0.06617 -2.14516 -2.02873 -1.30 1.41 -0.96
C 0.88143 -2.88847 -1.87640 -0.46 -1.19 0.13
O 1.29612 -3.82059 -2.66088 -0.51 1.77 -0.11
B 2.24084 -4.69731 -1.94186 0.75 -2.54 -0.93
O 2.44118 -4.01426 -0.63330 -0.36 0.56 0.09
C 1.61849 -3.02654 -0.53999 1.57 -0.66 0.22
O 1.52064 -2.31909 0.43753 -0.13 0.35 0.45
O 3.47273 -4.99991 -2.67517 -0.35 1.77 0.87
C 3.69590 -6.30185 -2.70193 -0.81 -1.47 -0.99
O 4.58561 -6.85011 -3.27178 0.01 0.13 0.56
C 2.39766 -6.98360 -2.09943 0.12 -0.15 0.57
O 1.57381 -5.97699 -1.77820 -0.02 0.74 0.40
O 2.12177 -8.12454 -1.91069 0.60 0.10 -0.45
O 6.23462 5.10702 -1.49606 0.06 -0.81 -0.64
C 5.84774 3.98743 -1.68616 1.26 2.13 0.36
O 4.72432 3.53531 -1.15257 -1.40 -1.42 -0.66
B 4.61312 2.13080 -1.49546 2.01 0.04 -0.08
O 5.92513 1.73303 -2.04241 -1.33 -0.64 -0.06
C 6.61819 2.81112 -2.35166 1.08 0.26 0.53
O 7.70553 2.80716 -2.84783 -0.65 0.43 -0.06
O 3.55352 1.61535 -2.39030 -0.42 0.24 0.51
C 2.80617 0.75838 -1.74741 -0.71 0.44 -2.14
O 1.82679 0.21243 -2.20290 0.05 -0.24 0.58
C 3.33627 0.62764 -0.35333 1.10 1.34 0.77
O 4.37999 1.37335 -0.20985 -1.32 -1.28 0.47
O 2.74158 0.00507 0.51365 -0.15 -0.74 1.56
O -0.82078 -2.93296 1.47784 -0.32 -0.10 0.04
C -1.96906 -3.30929 1.50073 -0.36 0.07 0.19
O -2.57341 -4.01668 2.41340 0.47 -0.08 -0.02
B -3.94645 -4.37423 1.93889 -1.25 -0.10 0.97
O -4.19086 -3.34418 0.90091 -0.79 -0.25 -0.66
C -3.08484 -2.87268 0.49236 0.90 1.14 -0.05
O -2.93736 -2.04454 -0.39552 0.22 0.07 -0.56
O -5.02871 -4.31534 2.94338 0.93 -0.76 -0.55
C -5.46230 -5.60130 3.10879 -0.01 1.04 1.29
O -6.23594 -5.95552 3.93718 -0.21 0.05 -0.13
C -4.73076 -6.49065 2.13242 -0.80 -0.86 -0.53
O -3.96718 -5.70542 1.38813 0.85 -0.06 -0.47
O -4.91663 -7.66303 2.00648 0.40 0.32 -0.03
N -2.96351 2.74968 3.23388 2.71 0.84 1.90
S -3.41397 2.66709 4.78433 -8.03 -1.39 3.67
O -3.65274 3.92745 5.41794 0.93 -0.97 -0.94
O -3.07477 1.49955 5.53785 1.40 1.02 -0.75
F -4.95056 2.17825 4.40207 0.56 0.57 -0.81
S -1.36227 3.01830 3.79706 6.02 1.17 -3.68
O -0.64675 1.82706 4.13883 -1.22 0.36 -0.16
O -1.08479 4.23216 4.49021 -1.55 -0.91 0.41
F -0.70694 3.42316 2.38355 -0.95 -0.72 -0.13
N -0.93746 0.11693 0.91009 -0.52 -0.26 -0.79
O -0.00719 -0.27595 1.61686 0.24 0.40 0.37
O -1.87122 0.72409 1.43427 -0.79 0.20 0.78
O -0.96408 -0.08853 -0.30651 0.71 -0.13 -0.12



(2)
56
Properties=species:S:1:pos:R:3:forces:R:3 method="wB97M-V/def2-TZVPD" orbital_gap_ev=6.2 lumo_ev=-7.92 total_energy_ha=-1424.3781 de_lowest_ev=1.164 charge=+2
Hf -19.81963 -18.96850 7.29954 6.04 -3.11 1.82
C -20.13340 -20.96699 9.89681 1.86 0.85 0.31
O -19.57399 -20.07814 8.90857 -2.21 1.17 -0.46
H -20.87238 -20.46992 10.49889 -0.12 0.31 0.36
H -19.28103 -21.31517 10.49907 -0.43 0.24 0.20
H -20.56026 -21.83759 9.49292 -0.66 -1.06 -1.07
C -17.04758 -19.90586 5.90896 -2.23 0.01 -0.52
O -17.99479 -19.59210 6.86005 -2.31 2.09 1.81
H -16.56441 -19.07407 5.45093 0.47 1.16 0.11
H -17.75592 -20.29716 5.18249 1.21 -1.09 -1.02
H -16.31474 -20.53520 6.35198 0.47 -0.98 -0.35
O -16.84394 -22.53273 4.16493 0.11 0.51 0.61
H -17.67407 -22.94739 3.98905 -0.79 -0.90 -0.31
H -16.83524 -21.77926 3.56493 0.50 -0.11 -0.29
O -18.42583 -17.96044 3.40516 1.53 0.15 -0.10
H -18.06182 -18.32305 2.56914 -0.64 0.09 0.56
H -17.65023 -17.45803 3.81826 -1.12 -0.41 -0.37
O -20.26624 -20.94457 6.48020 0.75 0.38 0.00
H -19.44017 -21.51239 6.27751 -0.61 -0.20 1.01
H -21.00603 -21.22451 5.97307 -0.96 -0.76 -0.81
O -14.16318 -18.12857 5.18828 0.55 0.97 -0.49
H -14.94589 -17.89949 4.67965 0.03 0.11 -0.24
H -13.45684 -17.57871 4.76715 -0.52 -0.86 0.66
O -14.81123 -18.90352 7.73233 -2.09 -0.86 1.61
H -15.52625 -19.60625 7.81947 1.44 1.46 -0.22
H -14.63263 -18.79215 6.80564 0.73 -0.18 -1.05
O -15.93804 -21.34463 8.59297 -0.86 -0.04 -0.09
H -16.43455 -21.92406 9.15975 -1.01 -0.62 0.13
H -15.20340 -21.22674 9.16961 1.65 0.60 0.66
O -13.68301 -21.33164 7.01999 -1.74 0.97 0.63
H -14.60557 -21.30630 7.37578 1.34 -0.14 -0.55
H -13.36805 -22.13330 7.39051 0.92 -1.40 0.26
O -13.97625 -21.15183 4.42712 0.75 -0.62 1.61
H -14.75443 -20.70075 4.17616 -0.94 0.48 -0.87
H -14.09052 -21.21368 5.41360 0.98 -0.23 -1.28
O -16.28501 -16.44965 7.39184 -1.74 -0.24 -3.10
H -15.59286 -17.00927 7.06034 0.85 -0.83 0.00
H -15.99604 -16.16681 8.21259 0.78 1.04 2.77
O -17.44617 -18.29435 9.30805 -1.71 0.52 0.58
H -17.41477 -19.08252 9.83221 -0.73 -0.76 0.76
H -16.57544 -18.31390 8.99541 2.29 0.58 -1.25
O -16.11196 -20.15347 3.16593 -1.18 1.66 0.28
H -16.61593 -19.62266 3.82591 0.44 -0.72 -0.86
H -15.69048 -19.46519 2.63814 0.38 -0.35 -0.40
O -20.05173 -18.49214 5.23538 -2.84 -0.39 -0.19
H -20.96550 -18.60799 4.89110 0.88 0.16 -0.46
H -19.40618 -18.46656 4.47581 0.54 0.41 -0.80
O -16.35425 -16.50378 4.30317 -0.74 -1.76 -1.59
H -16.11159 -16.03919 5.06384 0.59 1.40 2.10
H -16.36895 -15.88904 3.57881 0.18 0.71 -0.56
O -18.85461 -17.01835 6.90343 -0.16 0.71 0.34
H -17.85507 -16.93419 6.96307 -0.09 0.20 0.72
H -19.22848 -16.12511 6.80700 0.25 -0.26 0.04
O -18.23390 -22.65724 6.63369 -1.31 -0.02 0.56
H -17.74241 -22.71536 7.45315 -0.21 -0.15 0.44
H -17.60304 -22.26624 6.05874 1.47 0.12 -1.66



(3)
15
Properties=species:S:1:pos:R:3:forces:R:3 method="wB97M-V/def2-TZVPD" orbital_gap_ev=8.6 lumo_ev=-0.64 total_energy_ha=-549.0541 de_lowest_ev=4.293 charge=0
C 0.42890 -0.27200 0.66764 -0.17 0.56 0.77
C 1.21353 0.74097 0.39154 1.44 1.45 0.66
C -0.55797 -0.79362 -0.23417 -1.75 -2.16 -0.66
C 1.05604 1.37106 -0.89025 1.07 4.24 -1.75
C -1.88985 -0.48536 -0.26208 2.01 -1.47 -1.42
N -2.32258 0.58351 0.55914 0.55 -0.40 -0.52
O -1.55101 0.94682 1.42859 -1.06 0.71 0.45
O -3.39483 1.02295 0.23270 -1.10 1.22 0.77
O 0.47573 0.96025 -1.86093 -0.15 -0.81 0.02
O -2.76184 -1.01017 -1.15969 1.09 -0.79 0.15
H 0.48114 -0.60205 1.66778 -0.22 -0.83 1.03
H 1.82149 1.28225 1.17023 -0.53 -0.97 -1.00
H -0.15119 -1.67796 -0.78419 -0.89 0.98 -0.16
H 1.48829 2.52532 -1.03852 -0.58 -2.47 0.85
H -3.64254 -0.64550 -1.29357 0.30 0.75 0.80



(4)
43
Properties=species:S:1:pos:R:3:forces:R:3 method="wB97M-V/def2-TZVPD" orbital_gap_ev=8.8 lumo_ev=0.31 total_energy_ha=-1429.7212 de_lowest_ev=18.677 charge=0
O -1.89821 -0.79514 5.15246 -4.06 -4.48 -2.74
C -2.63576 -1.67118 4.56937 3.27 2.43 0.34
O -2.94858 -2.91120 5.08002 -4.67 3.30 -13.16
H -2.65530 -3.00668 5.83359 4.92 -1.34 12.39
C -3.22393 -1.50740 2.91602 7.97 5.57 4.68
N -2.44368 -0.20889 2.34256 1.64 -7.23 1.25
C -1.18963 -0.10086 1.80058 0.64 -18.46 3.10
C -0.22747 -1.47425 1.69107 2.95 11.38 -4.59
C 1.00666 -1.16316 1.07984 -3.57 -0.02 2.06
C 1.20097 0.20611 0.71048 7.83 -4.68 -2.92
C 0.58912 1.25383 0.94583 -7.19 7.34 -0.14
C -0.70298 0.91827 1.41270 -2.20 12.96 -1.72
C -2.12746 1.74653 1.67186 7.07 8.58 -2.27
C -2.82241 1.00725 2.45261 -6.46 1.65 0.65
H -3.86650 1.11289 2.70379 -0.08 0.82 0.61
H -2.04456 3.01156 1.58624 -0.80 -3.95 0.28
H 0.53558 2.33663 0.51054 1.45 -2.11 0.93
S 2.80885 0.59356 -0.15201 -1.07 -14.25 -0.97
O 3.31436 1.69086 0.37524 2.84 10.98 2.65
O 3.72911 -0.53570 0.14862 -1.99 0.47 -1.26
N 2.48916 0.46975 -1.79870 1.15 13.86 10.20
C 2.52766 -0.53623 -2.45074 -2.70 -14.95 -3.30
H 2.76466 -0.48067 -3.42387 1.26 0.65 -3.71
C 1.06405 -1.15273 -2.36902 -0.46 -6.24 -0.49
H 1.16324 -2.59127 -2.81236 -0.27 4.00 1.46
C -0.12644 -0.56135 -3.07641 0.94 -0.30 -3.70
H -0.03527 -0.51480 -4.32029 0.24 -0.14 3.03
C -0.11121 0.85447 -2.59008 -4.37 4.49 -2.24
C 0.94210 1.94139 -3.27835 0.33 -5.69 4.66
H 1.11616 1.55078 -4.21834 0.68 -0.79 -2.09
C 2.26405 1.72830 -2.31201 -1.78 5.37 -3.38
H 3.03516 1.99480 -3.06922 0.37 0.22 1.05
H 2.11930 2.53128 -1.50462 0.78 -1.30 -1.21
H 0.48770 2.85662 -3.40025 -0.54 2.28 0.49
H -1.19390 1.34709 -3.14151 2.55 -1.26 2.31
H -0.11195 0.95940 -1.45162 -0.34 -0.08 -1.72
H -1.07165 -1.19681 -3.02360 1.16 1.15 0.78
H 0.71777 -1.17029 -1.26238 1.00 -0.44 -1.80
H 3.14146 -1.36202 -1.99199 -0.16 0.91 -0.48
H 1.88382 -1.75440 1.01301 0.36 -0.93 -0.21
H -0.58485 -2.20467 2.14390 -2.40 -7.16 3.64
H -3.98392 -0.95879 3.13195 -6.42 1.53 0.37
H -2.89529 -2.25288 2.37506 0.16 -4.17 -2.84



Q: What is the charge in the first record?
A: 0